# 1
99
Properties=species:S:1:pos:R:3:forces:R:3 method="wB97M-V/def2-TZVPD" total_energy_ev=-124117.51330 orbital_gap_ha=0.2773
In 0.0106 0.4563 0.1373 0.0215 -0.2524 -0.0740
S 0.3119 -3.4849 1.7567 -0.0253 0.0295 0.0030
P 1.4507 -2.7640 0.2819 -0.0280 -0.0449 -0.0434
C 1.5770 -1.0642 0.0755 0.0793 0.1465 0.3505
P 2.8967 -0.0933 0.5199 -0.0580 0.0251 -0.0805
S 2.1513 1.7740 0.9152 0.0401 0.1062 -0.0132
C 4.1477 0.1337 -0.7870 -0.0262 -0.0194 0.0281
C 5.2947 0.8986 -0.5795 0.0361 -0.0342 0.0564
C 6.2171 1.0627 -1.5981 0.0341 -0.0390 -0.0174
C 5.9973 0.4722 -2.8381 0.0163 0.0049 0.0205
C 4.8413 -0.2577 -3.0616 0.0026 0.0310 -0.0368
C 3.9150 -0.4173 -2.0398 -0.0332 -0.0629 0.0399
C 3.8515 -0.6662 1.9613 0.0270 -0.0855 -0.0785
C 3.1904 -0.7240 3.1860 -0.0685 0.0289 -0.0005
C 3.8297 -1.2108 4.3110 -0.0042 -0.0081 0.0199
C 5.1465 -1.6460 4.2240 0.0167 -0.0092 0.0033
C 5.8069 -1.6058 3.0075 0.0145 -0.0141 0.0169
C 5.1605 -1.1259 1.8766 -0.0018 -0.0151 -0.0151
C 0.7843 -3.4391 -1.2829 -0.0290 0.0372 0.0115
C 0.5195 -4.8037 -1.3932 0.0109 -0.0248 0.0359
C 0.0045 -5.3220 -2.5676 -0.0173 -0.0058 -0.0394
C -0.2703 -4.4808 -3.6417 -0.0032 -0.0115 -0.0013
C -0.0163 -3.1235 -3.5375 -0.0186 -0.0002 -0.0161
C 0.5171 -2.6057 -2.3620 0.0342 0.0482 -0.0045
C 3.0975 -3.5446 0.3896 -0.0157 0.0410 -0.0582
C 3.5422 -4.0930 1.5857 -0.0203 0.0357 0.0519
C 4.8015 -4.6688 1.6628 0.0140 -0.0006 0.0008
C 5.6222 -4.7031 0.5455 0.0092 -0.0028 -0.0079
C 5.1774 -4.1698 -0.6574 0.0326 0.0049 0.0131
C 3.9179 -3.5978 -0.7347 -0.0022 0.0208 -0.0078
H 5.4659 1.3656 0.3834 -0.0077 0.0127 0.0010
H 7.1089 1.6517 -1.4282 0.0086 0.0114 0.0002
H 6.7214 0.5989 -3.6326 0.0149 -0.0024 -0.0085
H 4.6542 -0.6991 -4.0324 0.0013 -0.0011 -0.0047
H 2.9965 -0.9683 -2.2029 0.0062 -0.0198 0.0006
H 2.1620 -0.3874 3.2507 0.0028 -0.0171 -0.0072
H 3.3037 -1.2540 5.2557 -0.0038 0.0021 0.0077
H 5.6511 -2.0241 5.1038 0.0050 -0.0032 0.0074
H 6.8256 -1.9626 2.9289 0.0125 -0.0083 0.0004
H 5.6758 -1.1349 0.9261 0.0090 -0.0056 -0.0072
H 0.7092 -5.4534 -0.5471 0.0003 0.0143 0.0108
H -0.1913 -6.3835 -2.6476 -0.0049 -0.0078 -0.0018
H -0.6820 -4.8880 -4.5565 0.0008 -0.0040 -0.0061
H -0.2272 -2.4620 -4.3685 0.0025 0.0065 -0.0083
H 0.7379 -1.5467 -2.2792 -0.0058 -0.0304 -0.0058
H 2.8923 -4.0648 2.4515 -0.0026 -0.0055 -0.0023
H 5.1424 -5.0889 2.6001 0.0049 -0.0064 0.0166
H 6.6040 -5.1554 0.6066 0.0092 -0.0024 0.0012
H 5.8068 -4.2069 -1.5373 0.0072 -0.0025 -0.0061
H 3.5639 -3.2113 -1.6812 -0.0081 0.0461 -0.0261
C -3.1963 0.4552 -0.5235 -0.0466 0.0326 -0.0543
C -2.6837 -1.0011 -0.4850 -0.0349 -0.0836 -0.0893
N -1.6942 -1.1823 0.5678 0.0696 -0.0578 -0.0289
C -2.2203 -1.0975 1.9346 -0.0084 -0.0345 0.0469
C -1.2324 -0.4138 2.8805 0.0059 -0.0182 0.0367
N -0.6770 0.8282 2.3331 0.0246 -0.0211 0.0654
C -1.5137 2.0269 2.3792 -0.0119 0.0380 -0.0188
C -2.6703 1.9690 1.3789 -0.0357 0.0508 0.0242
N -2.2614 1.4091 0.0840 0.0967 0.0279 0.0990
H -4.1682 0.5280 -0.0285 0.0219 -0.0009 -0.0027
H -3.3515 0.7342 -1.5663 -0.0192 -0.0053 0.0177
H -2.1901 -1.2455 -1.4289 -0.0102 0.0049 0.0118
H -3.5353 -1.6824 -0.3750 0.0141 0.0112 -0.0151
H -1.2091 -2.0791 0.4845 -0.0392 0.0175 0.0084
H -2.4068 -2.1014 2.3252 0.0000 0.0158 -0.0010
H -3.1781 -0.5800 1.9162 0.0095 -0.0094 0.0030
H -0.3942 -1.0987 3.0248 -0.0201 -0.0019 0.0139
H -1.7145 -0.2381 3.8493 -0.0165 -0.0074 -0.0148
H 0.2116 1.0378 2.7770 0.0302 -0.0264 -0.0499
H -0.8633 2.8652 2.1223 -0.0095 0.0271 -0.0095
H -1.9123 2.1971 3.3862 -0.0034 0.0069 -0.0285
H -3.0476 2.9866 1.2449 0.0106 -0.0153 0.0052
H -3.4936 1.3795 1.7807 0.0223 0.0214 0.0120
H -2.0777 2.1881 -0.5439 0.0100 0.0767 -0.0674
C 3.6866 3.1371 -2.7453 -0.0433 0.0084 -0.0210
C 2.3613 3.3153 -3.4483 0.0257 0.0255 -0.0632
C 2.4075 4.3280 -4.5741 0.0136 -0.0100 -0.0220
O 1.4288 3.7962 -2.4437 0.0035 -0.0859 0.0970
P -0.0450 3.2539 -2.3031 -0.0084 0.0015 -0.0764
S -0.8948 4.1665 -0.8073 -0.0877 -0.0375 0.0544
S -0.0680 1.2031 -2.3214 -0.0712 0.0434 -0.0806
O -0.6225 3.6458 -3.7458 -0.0246 0.0860 -0.0419
C -1.9404 3.2903 -4.2171 -0.0149 -0.0822 0.0372
C -2.9079 4.4298 -3.9613 0.0362 0.0046 -0.0027
C -1.7960 2.9635 -5.6896 0.0067 -0.0314 0.0397
H 4.4378 2.7673 -3.4440 -0.0226 0.0087 0.0025
H 3.5903 2.4282 -1.9237 -0.0198 0.0563 -0.0581
H 4.0241 4.0921 -2.3398 -0.0041 0.0260 0.0034
H 1.9972 2.3517 -3.8191 0.0393 0.0126 0.0304
H 2.7161 5.3000 -4.1875 0.0116 0.0108 0.0101
H 1.4300 4.4317 -5.0409 -0.0043 0.0097 -0.0090
H 3.1282 4.0113 -5.3296 0.0098 -0.0134 -0.0047
H -2.2569 2.3915 -3.6773 -0.0238 0.0245 0.0060
H -2.6107 5.3118 -4.5300 0.0193 0.0084 -0.0224
H -2.9286 4.6949 -2.9065 -0.0006 -0.0252 0.0399
H -3.9118 4.1380 -4.2753 0.0038 0.0025 -0.0041
H -1.4375 3.8387 -6.2332 0.0078 0.0131 -0.0031
H -2.7583 2.6665 -6.1081 -0.0150 0.0063 0.0060
H -1.0871 2.1487 -5.8318 0.0130 -0.0174 0.0004

***

# 2
85
Properties=species:S:1:pos:R:3:forces:R:3 method="wB97M-V/def2-TZVPD" total_energy_ev=-163903.15200 orbital_gap_ha="0.2563 / 0.2727" s2=1.152 total_charge=+2 spin_multiplicity=2
Fe -0.1210 -0.1012 -0.1244 0.4424 -0.3222 -0.8145
C 0.4356 2.5441 3.1330 -0.0216 -0.0118 0.0458
C 0.5297 1.5007 2.0806 -0.1747 0.0687 -0.0018
N -0.3451 1.3166 1.1459 0.1742 0.8008 0.5511
N -1.4635 2.1171 1.1741 0.1901 -0.1114 0.0785
C -2.1001 2.0895 0.0456 -0.1305 0.1449 0.0191
N -3.2006 2.8312 -0.1109 0.0419 0.0105 -0.0473
S -1.5511 1.1109 -1.2912 -0.2578 -0.1573 -0.1807
C 1.6485 0.5647 2.0367 0.0834 -0.1501 -0.1719
C 2.6976 0.5362 2.9410 -0.0728 0.0923 -0.0178
C 3.6726 -0.4361 2.7949 0.0382 -0.0620 -0.0200
C 3.5707 -1.3467 1.7538 0.0816 -0.0026 0.0550
C 2.5016 -1.2467 0.8847 -0.0959 0.2287 0.0337
N 1.5642 -0.3098 1.0228 0.1454 -0.5642 -0.0481
H -0.4727 3.1242 3.0282 0.0021 0.0043 -0.0116
H 1.3011 3.2073 3.0654 -0.0009 -0.0017 0.0090
H 0.4541 2.0790 4.1213 0.0080 -0.0024 -0.0097
H -3.4621 3.4792 0.6143 -0.0103 0.0008 -0.0012
H -3.6855 2.8641 -0.9895 -0.0090 -0.0211 -0.0008
H 2.7473 1.2622 3.7398 0.0006 -0.0061 0.0027
H 4.5023 -0.4837 3.4870 0.0002 -0.0062 0.0009
H 4.3062 -2.1253 1.6114 0.0145 0.0104 0.0066
H 2.3885 -1.9292 0.0561 -0.0277 -0.0493 0.0599
C 1.5447 1.6602 -3.4061 -0.0273 -0.0131 -0.0479
C 1.4028 0.3520 -2.7011 -0.1897 0.1737 0.3004
O 1.3140 0.2826 -1.4510 0.1420 0.4625 0.0613
N 1.3898 -0.7676 -3.4031 0.1442 -0.1341 -0.2142
C 1.3390 -2.0657 -2.7423 -0.0859 0.0539 -0.0249
C -0.0868 -2.4371 -2.4441 0.1159 0.1469 0.2734
C -0.7172 -3.4353 -3.1631 -0.0422 0.0428 -0.0165
C -2.0649 -3.6795 -2.9535 0.0075 -0.0331 -0.0429
C -2.7354 -2.9039 -2.0278 -0.0312 -0.0159 0.0344
C -2.0322 -1.9429 -1.3287 -0.0293 -0.2052 -0.1077
N -0.7221 -1.7056 -1.5042 -0.2312 -0.1300 0.0416
H 1.7231 2.4426 -2.6757 0.0078 0.0005 0.0021
H 0.6170 1.8825 -3.9380 -0.0012 0.0088 0.0082
H 2.3569 1.6326 -4.1316 -0.0090 -0.0006 -0.0084
H 1.3877 -0.7193 -4.4110 0.1532 -0.0270 0.0064
H 1.8998 -1.9918 -1.8157 0.0969 0.0495 -0.0789
H 1.8307 -2.7983 -3.3774 -0.1268 -0.0372 -0.0352
H -0.1569 -3.9966 -3.8980 0.0117 -0.0086 0.0105
H -2.5799 -4.4468 -3.5156 0.0029 -0.0086 0.0044
H -3.7905 -3.0353 -1.8365 -0.0105 -0.0001 0.0030
H -2.5389 -1.3339 -0.5962 -0.0221 -0.0449 -0.0378
C -2.3150 -0.8733 5.1003 0.0249 0.0204 -0.0249
C -3.1120 -1.8289 4.2016 -0.0253 -0.1338 0.0648
C -3.9174 -0.9585 3.2255 0.0106 0.0158 -0.0331
C -4.1023 -2.6158 5.0884 0.0020 0.0114 0.0215
Si -1.9775 -3.1052 3.3542 0.0157 0.2272 -0.0599
Br -0.9427 -1.7016 1.6415 -0.2693 -0.2970 0.3282
C -0.4152 -3.6357 4.3124 -0.0887 -0.0232 0.0546
C 0.3679 -4.7240 3.5657 0.0215 0.0021 -0.0123
C 0.5692 -2.4936 4.6062 0.0234 0.0199 -0.0286
C -0.8957 -4.2181 5.6602 0.0008 -0.0115 0.0112
C -2.8187 -4.4463 2.2978 -0.0133 -0.0408 0.1184
C -4.1051 -3.9237 1.6451 0.0157 0.0044 -0.0400
C -3.1926 -5.6088 3.2437 -0.0125 -0.0054 0.0156
C -1.9290 -5.0046 1.1786 0.0265 0.0026 -0.0531
H -3.0096 -0.1533 5.5403 -0.0029 0.0058 -0.0007
H -1.5702 -0.3087 4.5328 -0.0071 -0.0022 0.0032
H -1.8156 -1.3811 5.9241 -0.0084 -0.0053 -0.0078
H -4.5437 -0.2832 3.8144 -0.0124 -0.0005 0.0006
H -4.5788 -1.5312 2.5801 0.0102 -0.0067 -0.0060
H -3.2709 -0.3400 2.5996 -0.0008 -0.0030 0.0200
H -4.7148 -1.9032 5.6468 0.0013 0.0078 -0.0015
H -3.6025 -3.2521 5.8212 0.0027 -0.0019 -0.0106
H -4.7829 -3.2363 4.5058 -0.0038 -0.0013 -0.0093
H 0.7038 -4.3854 2.5823 -0.0004 0.0007 0.0092
H -0.2004 -5.6446 3.4398 0.0057 0.0177 0.0160
H 1.2564 -4.9747 4.1511 0.0054 0.0009 0.0044
H 0.9642 -2.0514 3.6888 0.0073 -0.0175 0.0125
H 1.4138 -2.9114 5.1612 0.0011 0.0019 0.0117
H 0.1422 -1.7001 5.2148 -0.0030 -0.0069 -0.0236
H -1.5963 -5.0464 5.5407 -0.0010 0.0100 -0.0044
H -1.3626 -3.4653 6.2955 0.0041 -0.0051 -0.0012
H -0.0297 -4.6065 6.2026 0.0076 0.0007 -0.0061
H -4.8626 -3.6341 2.3711 0.0007 0.0013 0.0161
H -4.5342 -4.7236 1.0351 0.0015 -0.0001 -0.0055
H -3.9131 -3.0707 0.9895 0.0069 0.0114 -0.0046
H -3.8359 -5.2963 4.0681 0.0094 0.0073 0.0010
H -2.3158 -6.1030 3.6623 -0.0070 0.0025 -0.0067
H -3.7440 -6.3603 2.6726 -0.0020 0.0037 -0.0077
H -1.6483 -4.2344 0.4578 -0.0056 -0.0051 -0.0013
H -2.4987 -5.7689 0.6424 -0.0016 -0.0024 -0.0066
H -1.0205 -5.4768 1.5445 -0.0376 0.0208 -0.0219

***

# 3
16
Properties=species:S:1:pos:R:3:forces:R:3 method="wB97M-V/def2-TZVPD" total_energy_ev=-10439.54261 orbital_gap_ha=0.3725
C 1.8793 0.7194 0.6154 4.9533 -1.4177 1.4725
C 0.5795 0.0028 0.5336 -3.0317 2.3823 -3.2050
C -0.7782 0.6366 0.8203 1.0510 -2.1201 -0.7421
C -1.5709 0.1504 -0.3869 1.0465 3.0211 -1.3580
C -1.1467 -1.2516 -0.6189 1.1666 3.1163 -3.7303
C 0.2591 -0.5391 -0.8719 -5.9638 1.4200 2.9313
H 2.0814 1.8604 1.1862 -0.9684 -3.8136 -1.6140
H 2.3365 -0.3017 1.2919 0.1633 3.4814 -1.4068
H 2.6551 0.6908 -0.5243 -2.9921 0.1058 3.6889
H -0.7918 1.6167 1.2794 -0.3580 -0.3564 0.5015
H -2.6134 0.4645 -0.6137 0.8940 0.0901 0.2908
H -1.7045 -1.4362 -1.5147 0.2860 -1.2324 -0.5682
H -1.3443 -1.7040 0.2269 -0.6742 -3.7921 3.4244
H 0.9695 -0.9217 -1.4333 3.4211 -1.6345 -2.8368
O -0.2890 -0.5831 1.4596 1.4742 1.4641 3.0534
O -0.5216 0.5958 -1.4495 -0.4677 -0.7143 0.0985

***

# 4
40
Properties=species:S:1:pos:R:3:forces:R:3 method="wB97M-V/def2-TZVPD" total_energy_ev=-74046.12388 orbital_gap_ha="0.1840 / 0.1872" s2=3.823 total_charge=-1 spin_multiplicity=4
C -2.3605 -1.1768 -2.1304 0.0798 1.2904 -0.5775
C -1.7910 -1.3716 -3.4408 -0.0990 0.8098 0.3935
C -1.4167 -0.0964 -3.9679 -0.7717 0.0230 1.2185
H -1.6591 -2.3126 -3.9479 0.0757 -0.0687 0.1124
C -1.6980 0.8944 -2.9732 -0.5668 -0.9994 0.0357
C -2.3192 0.2374 -1.8476 0.2656 -0.8705 -1.3167
H -2.6680 0.7295 -0.9597 0.1446 0.0350 0.1706
H -2.6738 -1.9333 -1.4309 -0.0327 -0.0956 -0.1317
H -1.0226 0.1074 -4.9549 0.2497 -0.1658 0.3093
H -1.5385 1.9607 -3.0650 0.1540 -0.2065 0.1012
Cr -0.2794 -0.5922 -1.9380 1.9403 0.5709 -0.4118
Cl 0.2564 -2.6452 -1.1314 -0.4924 -0.2967 0.4568
C 2.5097 -0.0823 -1.8278 -0.0395 -0.0503 -0.8362
C 2.1116 1.1514 -2.4236 0.1189 -0.5919 -0.2800
C 1.6274 0.8772 -3.7319 0.1871 -0.3145 0.4188
H 2.1897 2.1350 -1.9604 -0.1488 -0.3089 -0.1110
C 1.7158 -0.5310 -3.9532 -0.0302 0.2243 0.4061
C 2.2940 -1.1249 -2.7882 -0.3809 0.8575 0.2605
H 2.5641 -2.1745 -2.6641 -0.2637 0.4416 -0.0228
H 2.9471 -0.2238 -0.8372 -0.2525 0.1007 -0.3567
H 1.2438 1.6188 -4.4328 0.0491 -0.2147 0.1808
H 1.4139 -1.0830 -4.8462 0.1594 0.2695 0.2288
O -1.3537 2.0013 0.4308 0.5818 -0.4890 0.0622
C -0.5039 1.1272 0.6322 -0.1018 -0.0222 -0.8841
O 0.1660 0.4359 -0.2289 -0.8903 0.1661 0.5425
C -0.2096 0.7535 2.0711 0.1710 -0.1811 1.1153
C 0.6104 -0.3422 2.3789 -0.0067 -0.1603 0.3981
C 0.7639 -0.7594 3.7173 -1.2877 1.6984 -0.3492
C 0.1076 -0.0857 4.7631 0.0300 0.0334 -0.2785
C -0.6870 1.0306 4.4465 0.9881 -1.0260 -1.5243
C -0.8385 1.4582 3.1114 0.2036 -0.4400 0.3925
N -1.3816 1.7154 5.4998 -1.3319 1.3717 2.0069
O -1.2629 1.2911 6.6680 -0.1018 0.5989 -1.9662
O -2.0818 2.7061 5.2084 1.2504 -1.7170 0.3610
N 1.5657 -1.9135 4.0159 1.7814 -2.3831 0.2995
O 2.1701 -2.4739 3.0786 -1.1984 1.1902 1.6797
O 1.6302 -2.3139 5.1973 -0.2636 0.8423 -1.8234
H 1.1093 -0.8934 1.5815 -0.2065 0.1670 0.1226
H 0.2082 -0.4206 5.7935 -0.0255 0.0903 -0.3351
H -1.4591 2.3189 2.8875 0.0619 -0.1787 -0.0680